{
  "formula": "C4H12",
  "method": "ωB97M-V/def2-TZVPD",
  "species": ["C", "C", "H", "H", "H", "H", "H", "H", "C", "C", "H", "H", "H", "H", "H", "H"],
  "positions_angstrom": [[-2.2499, 0.1880, -0.0488], [-1.5649, 0.3425, 1.3006], [-2.1190, 1.0221, -0.7427], [-1.9839, -0.7066, -0.6171], [-3.3408, 0.2505, 0.0491], [-1.8119, -0.3821, 2.0675], [-1.7032, 1.4078, 1.5053], [-0.4651, 0.3558, 1.2725], [1.9028, -0.3067, -1.3490], [1.9237, -0.3221, 0.1881], [2.0075, 0.7360, -1.6424], [2.7095, -0.9125, -1.7727], [1.0220, -0.7366, -1.8267], [1.6334, -1.2480, 0.6908], [2.9320, -0.0203, 0.4530], [1.1078, 0.3322, 0.4724]],
  "forces_ev_per_angstrom": [[-0.6, -0.3, -0.6], [1.2, 1.3, -0.8], [0.8, 0.1, 0.2], [-0.1, -0.1, 0.2], [0.1, -0.6, 0.3], [-0.6, 0.3, 0.1], [-0.6, -0.3, 1.1], [-0.4, -0.5, -0.4], [0.2, -0.8, 0.0], [-0.7, -0.3, -0.9], [0.1, -0.1, -0.4], [0.2, 0.3, 0.1], [-0.4, 0.3, 0.3], [0.5, -0.3, -0.4], [-0.2, 0.3, 0.7], [0.6, 0.7, 0.4]],
  "nbo_charge": [-0.614, -0.620, 0.205, 0.201, 0.205, 0.213, 0.209, 0.200, -0.604, -0.607, 0.202, 0.199, 0.202, 0.203, 0.207, 0.199],
  "total_energy_ev": -4341.935,
  "smiles": "CC.CC",
  "total_charge": 0,
  "homo_energy_ev": -11.23,
  "e_above_lowest_kcal_mol": 13.69,
  "homo_lumo_gap_ev": 12.365
}